# 1
{"formula": "C4H12", "method": "ωB97M-V with the def2-TZVPD basis set", "lumo_ev": [-3.16, -11.10], "orbital_gap_ev": [12.40, 3.81], "e_above_lowest_kcal_mol": 7.8, "charge": 1, "spin_multiplicity": 2, "species": ["C", "C", "H", "H", "H", "H", "H", "H", "C", "C", "H", "H", "H", "H", "H", "H"], "xyz": [[-1.684991, -2.468207, -0.183424], [-1.038975, -1.252929, -0.815120], [-2.766539, -2.407069, -0.279275], [-1.314869, -3.363165, -0.680216], [-1.450987, -2.584684, 0.880682], [-0.969367, -1.285813, -1.915855], [-1.596863, -0.336874, -0.613882], [0.044136, -1.245255, -0.552745], [1.654153, 1.268216, 0.186884], [0.983869, 2.312705, 0.944508], [0.997600, 0.813752, -0.622541], [2.400625, 1.734626, -0.506787], [2.123135, 0.525935, 0.822277], [1.678464, 3.225732, 0.969350], [0.715151, 2.170715, 1.990044], [0.225457, 2.892321, 0.376094]], "atomic_forces_ev_per_a": [[0.29, -0.08, -0.06], [0.08, 0.09, -0.64], [-0.12, -0.03, 0.02], [-0.05, -0.12, 0.03], [-0.09, 0.12, -0.07], [-0.17, -0.21, 0.15], [0.31, 0.09, 0.32], [-0.07, 0.35, 0.23], [0.26, 0.36, 1.08], [-0.35, 0.42, -0.17], [-0.03, -0.11, -0.12], [-0.17, -0.26, -0.37], [-0.04, -0.28, -0.25], [0.06, 0.03, -0.03], [0.09, -0.32, -0.10], [0.01, -0.07, -0.03]]}

=====

# 2
{"formula": "C3H12Ag2BrN6O3", "method": "ωB97M-V with the def2-TZVPD basis set", "lumo_ev": [-2.01, -2.11], "orbital_gap_ev": [4.69, 6.94], "spin_multiplicity": 2, "species": ["Ag", "Ag", "Br", "C", "O", "N", "N", "H", "H", "H", "H", "C", "O", "N", "N", "H", "H", "H", "H", "C", "O", "N", "N", "H", "H", "H", "H"], "xyz": [[28.168574, 7.952841, 6.781254], [27.057312, 4.625501, 7.183340], [27.205517, 6.701366, 9.100166], [26.473759, 6.983414, 13.033297], [26.153611, 7.259353, 14.174066], [27.702183, 6.796768, 12.612351], [25.658115, 6.859856, 12.016566], [28.475057, 6.652760, 13.246419], [27.882950, 6.603670, 11.637606], [24.659792, 6.904087, 12.163182], [25.967971, 6.659201, 11.076437], [24.266763, 10.372696, 9.552553], [23.143569, 10.547899, 10.069280], [25.070331, 9.518074, 10.200027], [24.780289, 10.970026, 8.467108], [25.767014, 8.965999, 9.720507], [24.541769, 9.031693, 10.910063], [25.772622, 10.968449, 8.279007], [24.216635, 11.613686, 7.930369], [28.285567, 10.841710, 9.803446], [27.793646, 10.777089, 8.729317], [28.938657, 11.900464, 10.173005], [28.148906, 9.902551, 10.753123], [29.249777, 12.041942, 11.123416], [29.068956, 12.625574, 9.482110], [28.762715, 10.094282, 11.531960], [27.680088, 9.042626, 10.506477]], "atomic_forces_ev_per_a": [[-0.41, -0.58, 0.61], [0.21, 0.73, 0.03], [0.35, 0.02, -0.83], [-0.47, 0.51, 1.87], [-0.17, -0.10, 0.53], [4.38, -0.46, -0.54], [-3.72, -0.14, -2.27], [-0.42, 0.22, 0.02], [0.05, -0.12, 0.26], [0.29, 0.08, 0.14], [-0.12, -0.06, 0.35], [-2.34, 0.29, 1.52], [0.86, 0.58, -1.55], [1.16, -1.36, 0.71], [-0.05, 0.74, -1.30], [-0.17, 0.16, -0.14], [0.35, 0.00, 0.00], [0.02, -0.15, 0.25], [-0.02, -0.19, 0.42], [-0.67, -1.58, 2.17], [-1.88, -0.88, -4.69], [2.34, 3.29, 1.14], [0.64, 0.15, 0.43], [-0.03, 0.18, -0.39], [-0.03, -0.11, 0.37], [-0.56, -1.28, 0.29], [0.41, 0.05, 0.60]]}

=====

# 3
{"formula": "C35H37AsCl3IMnN2O9S2Sb", "method": "ωB97M-V with the def2-TZVPD basis set", "lumo_ev": [-1.47, 0.13], "orbital_gap_ev": [7.33, 8.93], "e_above_lowest_kcal_mol": 0.0, "spin_multiplicity": 5, "species": ["Mn", "O", "As", "O", "O", "C", "C", "C", "C", "C", "C", "S", "O", "O", "O", "H", "H", "H", "H", "H", "I", "C", "C", "C", "C", "C", "C", "C", "O", "O", "H", "H", "H", "H", "C", "C", "Sb", "C", "C", "C", "C", "H", "H", "H", "H", "H", "H", "H", "H", "H", "H", "H", "H", "H", "H", "H", "Cl", "C", "C", "C", "C", "C", "C", "N", "C", "C", "N", "C", "O", "C", "C", "C", "Cl", "S", "C", "C", "C", "Cl", "C", "H", "H", "H", "H", "H", "H", "H", "H", "H", "H", "H", "H", "H"], "xyz": [[0.985073, -0.061835, -0.218999], [0.692296, 2.140563, 2.234946], [1.452881, 0.664064, 2.819282], [0.948786, 0.317098, 4.323600], [1.098782, -0.469900, 1.607489], [3.346449, 1.058278, 2.806006], [3.866356, 1.244137, 4.080580], [5.198004, 1.599788, 4.258795], [6.020472, 1.781046, 3.159590], [5.517075, 1.591263, 1.880256], [4.192316, 1.226217, 1.706233], [3.679315, 0.896702, 0.040839], [3.625879, -0.546909, -0.132277], [4.538809, 1.619649, -0.851104], [2.253428, 1.418554, -0.008941], [0.062211, 2.433925, 2.909122], [3.211005, 1.106053, 4.931293], [5.585127, 1.740189, 5.259302], [7.055767, 2.068190, 3.289413], [6.145072, 1.728550, 1.010094], [4.078385, -7.154940, 0.130180], [2.600442, -5.697501, -0.075065], [1.321110, -6.070727, -0.466920], [0.345139, -5.097631, -0.605047], [0.640547, -3.759409, -0.365754], [1.922051, -3.402596, 0.036070], [2.906196, -4.370667, 0.183551], [-0.451870, -2.750671, -0.567529], [-1.602778, -3.095043, -0.743610], [-0.096992, -1.492646, -0.652159], [1.089570, -7.109336, -0.660226], [-0.661065, -5.362363, -0.901842], [2.175402, -2.378806, 0.270154], [3.898871, -4.083885, 0.503332], [0.139079, -1.327421, -5.327295], [0.546020, -1.727774, -3.911205], [1.700070, -0.273094, -2.858856], [3.699147, -0.762036, -3.388372], [3.881355, -0.957891, -4.889192], [1.390999, 1.535518, -3.947912], [2.532472, 2.523742, -3.712406], [-0.433095, -2.127314, -5.801522], [1.004392, -1.121050, -5.961073], [-0.487596, -0.433057, -5.326808], [1.149137, -2.638639, -3.913512], [-0.325849, -1.928480, -3.288853], [3.955303, -1.656735, -2.820243], [4.320770, 0.041681, -2.995493], [3.285448, -1.794750, -5.261584], [4.924929, -1.168102, -5.131354], [3.588933, -0.066884, -5.451792], [0.442110, 1.943298, -3.597028], [1.272897, 1.297978, -5.006457], [2.702012, 2.704382, -2.650104], [2.315591, 3.482993, -4.185558], [3.472418, 2.156567, -4.127953], [-1.200109, 4.158282, 5.955853], [-2.068623, 3.312823, 4.715098], [-1.706918, 2.018852, 4.383300], [-2.420331, 1.375018, 3.380598], [-3.483386, 1.978652, 2.713349], [-4.215709, 1.177786, 1.658424], [-4.109886, 1.709918, 0.224796], [-2.715436, 1.865136, -0.164674], [-1.980448, 3.031783, -0.150991], [-0.699595, 2.673315, -0.431147], [-0.642480, 1.308597, -0.609455], [-1.872664, 0.857059, -0.429622], [-5.593013, 1.038941, 1.960228], [-5.970360, -0.319381, 2.209978], [-5.777859, -1.164071, 0.986923], [-4.757637, -2.046948, 0.778579], [-3.535562, -2.476496, 1.908754], [-4.783367, -2.747432, -0.785762], [-6.194315, -1.866711, -1.188125], [-6.605380, -1.064965, -0.171459], [-3.812579, 3.280488, 3.088617], [-5.144515, 4.122325, 2.346077], [-3.118558, 3.954909, 4.077946], [-0.871060, 1.524217, 4.864234], [-2.134700, 0.364181, 3.107293], [-3.735111, 0.197671, 1.650423], [-4.609816, 2.666391, 0.120838], [-4.594168, 0.991033, -0.436731], [-2.438421, 3.983432, 0.061498], [0.186932, 3.281965, -0.482384], [-2.165561, -0.183076, -0.481104], [-7.023180, -0.277183, 2.483794], [-5.408802, -0.721500, 3.056762], [-6.645328, -1.983052, -2.161923], [-7.470769, -0.416882, -0.227035], [-3.397940, 4.962592, 4.350948]], "atomic_forces_ev_per_a": [[0.48, -0.07, -0.47], [0.05, 0.06, 0.07], [0.17, 0.06, -0.14], [-0.04, -0.05, 0.00], [-0.20, -0.06, 0.21], [0.03, 0.06, -0.01], [0.05, 0.01, 0.02], [0.02, 0.01, -0.05], [-0.03, -0.02, 0.06], [0.02, 0.00, -0.03], [-0.05, -0.03, 0.00], [-0.08, 0.00, 0.09], [0.01, 0.05, 0.02], [0.01, 0.03, 0.01], [0.06, -0.03, -0.09], [-0.01, 0.01, -0.04], [-0.01, -0.01, 0.01], [0.00, 0.00, 0.00], [-0.01, -0.01, 0.01], [-0.02, 0.00, 0.01], [0.02, -0.02, 0.00], [-0.05, 0.03, -0.01], [-0.01, 0.01, -0.01], [0.01, -0.05, 0.00], [0.01, 0.04, 0.08], [0.02, -0.05, 0.01], [0.02, 0.02, 0.00], [0.15, -0.01, -0.21], [-0.09, -0.01, 0.06], [-0.27, -0.09, 0.09], [0.00, 0.01, 0.00], [0.01, 0.01, 0.00], [0.00, 0.00, 0.00], [-0.01, 0.00, -0.01], [0.02, 0.03, 0.01], [-0.02, -0.06, -0.07], [-0.11, 0.08, 0.22], [0.05, -0.05, -0.06], [-0.04, 0.00, -0.04], [0.01, 0.07, -0.05], [0.00, 0.00, 0.00], [0.01, 0.01, 0.01], [-0.03, -0.01, 0.03], [0.01, -0.03, 0.01], [0.00, 0.00, 0.00], [-0.02, 0.01, -0.01], [-0.01, -0.01, 0.00], [0.01, 0.03, 0.01], [0.03, 0.03, 0.01], [0.00, 0.00, 0.02], [0.02, -0.03, 0.02], [-0.02, -0.01, 0.01], [0.03, -0.01, 0.02], [0.00, 0.00, 0.01], [0.00, -0.01, -0.01], [-0.01, -0.01, 0.01], [0.00, 0.00, 0.00], [-0.01, 0.01, 0.01], [-0.04, 0.05, 0.00], [0.00, 0.01, -0.03], [-0.01, 0.00, -0.01], [0.01, 0.04, -0.01], [0.13, 0.00, 0.04], [-0.10, 0.01, 0.03], [-0.01, -0.04, -0.04], [-0.01, -0.04, 0.00], [-0.12, 0.07, 0.20], [0.03, 0.02, -0.07], [-0.01, -0.09, 0.06], [-0.02, 0.07, -0.06], [-0.05, 0.01, -0.01], [0.00, -0.02, 0.05], [0.01, 0.00, -0.03], [0.06, -0.05, -0.03], [-0.03, 0.04, -0.03], [-0.06, 0.01, 0.00], [-0.08, -0.02, 0.03], [0.05, 0.00, -0.03], [0.00, 0.00, -0.01], [-0.04, -0.04, 0.02], [0.01, 0.01, 0.02], [0.01, -0.04, 0.02], [-0.04, 0.07, 0.01], [0.02, 0.01, -0.01], [0.03, -0.03, -0.02], [-0.02, -0.01, 0.01], [0.01, 0.03, -0.01], [-0.01, 0.01, 0.01], [0.03, 0.00, 0.00], [0.03, 0.00, 0.04], [0.04, -0.03, 0.01], [0.01, -0.02, -0.01]]}

=====

# 4
{"formula": "C22H30Cl2NO6PV", "method": "ωB97M-V with the def2-TZVPD basis set", "lumo_ev": [-0.54, -0.54], "orbital_gap_ev": [5.06, 6.33], "e_above_lowest_kcal_mol": 55.0, "spin_multiplicity": 4, "species": ["V", "O", "C", "O", "C", "O", "C", "C", "O", "O", "H", "H", "H", "H", "H", "Cl", "C", "C", "C", "Cl", "C", "C", "C", "C", "N", "C", "C", "O", "H", "H", "H", "H", "C", "C", "C", "P", "C", "C", "C", "C", "C", "C", "H", "H", "H", "H", "H", "H", "H", "H", "H", "H", "H", "H", "H", "H", "H", "H", "H", "H", "H", "H", "H"], "xyz": [[6.733103, 6.527647, 10.667256], [8.440023, 7.329679, 11.375961], [8.366586, 6.354711, 12.192380], [7.849688, 5.199994, 11.845477], [8.734769, 6.603007, 13.625891], [7.519966, 7.052821, 14.205835], [6.301069, 6.280593, 14.046987], [5.295389, 7.139031, 13.329664], [4.557607, 7.895845, 13.913140], [5.380114, 7.110538, 11.980713], [10.333845, 7.579549, 9.081146], [9.356712, 7.586786, 13.749893], [9.160701, 5.734029, 14.174183], [5.872329, 6.023434, 15.046870], [6.427260, 5.346824, 13.450453], [5.951147, 4.455160, 5.855159], [5.530159, 5.938627, 6.546411], [4.934051, 6.894943, 5.696057], [4.585289, 8.177474, 6.102044], [3.768382, 9.143706, 4.943380], [4.846349, 8.577658, 7.448065], [4.440183, 9.856230, 7.984730], [4.902221, 10.163664, 9.240229], [5.674173, 9.233327, 9.961064], [5.794272, 7.957839, 9.557150], [5.347433, 7.618020, 8.310218], [5.699480, 6.273746, 7.947201], [6.253634, 5.504925, 8.868250], [4.504984, 6.604103, 4.713872], [3.692828, 10.494462, 7.453068], [4.772002, 11.148708, 9.685651], [6.168252, 9.497933, 10.913521], [10.587082, 10.248256, 7.776645], [11.793993, 9.336637, 7.994777], [12.852462, 9.623606, 6.918965], [11.383461, 7.572824, 8.352383], [12.907767, 6.862995, 9.143776], [13.708578, 5.749559, 8.435209], [12.453322, 6.496111, 10.587204], [11.109117, 6.667750, 6.748682], [10.543111, 5.314430, 6.960240], [10.441316, 7.485748, 5.646969], [9.731621, 9.612605, 7.524146], [10.814614, 10.969668, 6.971279], [10.325383, 10.853080, 8.712509], [12.328555, 9.626340, 8.837036], [12.734325, 9.380029, 5.889878], [13.740657, 9.084265, 7.186362], [13.080117, 10.697917, 7.078230], [13.603079, 7.712447, 9.230017], [13.248549, 4.787475, 8.496052], [14.712670, 5.639500, 8.960195], [13.956918, 5.918096, 7.421560], [11.565131, 5.882636, 10.533460], [12.447569, 7.373079, 11.280988], [13.211206, 5.858063, 11.059550], [12.092718, 6.464553, 6.390222], [9.460467, 5.321825, 6.688513], [10.560024, 4.904334, 7.985898], [10.981247, 4.496503, 6.314644], [9.337482, 7.421518, 5.700958], [10.781015, 7.114043, 4.698601], [10.805499, 8.535614, 5.666826]], "atomic_forces_ev_per_a": [[-1.74, -1.17, -1.63], [0.83, 0.01, 0.55], [0.59, -2.00, -0.56], [1.52, 2.23, 0.60], [0.20, 1.72, 0.88], [-0.95, -0.33, 0.52], [-0.11, -1.23, 0.68], [0.45, 0.99, -2.98], [-0.48, -0.07, 0.57], [-0.19, -0.09, 2.74], [-2.99, -0.25, 2.40], [-0.55, -2.19, -0.49], [-0.16, 0.41, -0.51], [0.65, 0.29, -0.57], [0.25, 0.68, 0.67], [0.41, -1.06, -0.02], [-0.61, 2.13, 1.95], [-1.13, 0.40, -0.18], [0.75, -1.58, 0.67], [-0.29, 0.69, -0.09], [-1.93, 1.19, -1.37], [-0.18, -0.52, 0.07], [0.30, 0.51, -0.16], [0.06, -1.29, 0.04], [0.06, 2.33, -0.18], [1.15, -0.07, 0.58], [0.92, -1.63, -0.92], [-0.64, 0.77, -1.28], [0.93, -0.01, 0.60], [1.14, -0.50, 0.29], [-0.28, -0.24, -0.11], [-0.53, -0.29, -0.56], [-0.74, 0.55, 1.19], [-0.69, -0.26, -1.67], [0.87, 0.23, 1.28], [4.30, 0.28, -4.37], [-0.07, 0.30, 0.88], [0.92, 0.09, 1.71], [1.52, -0.06, 0.34], [0.31, 0.94, 0.40], [-2.04, -2.58, -0.21], [-0.31, 0.88, 0.53], [-0.21, 0.64, -0.16], [-0.38, -0.45, 0.32], [0.29, -0.96, -1.26], [0.66, 0.51, 2.04], [-0.92, 0.05, -0.77], [0.84, -0.22, 0.23], [-0.02, -0.60, -0.56], [-0.38, -0.01, -0.16], [-0.55, -0.63, 0.10], [-1.28, 0.27, -0.42], [0.06, 0.52, -1.15], [-0.52, 0.23, 0.47], [-0.80, -0.58, -0.79], [0.02, -0.03, -0.29], [1.22, 0.45, 0.07], [0.60, -0.07, 0.33], [0.19, 0.35, -0.25], [-0.18, 1.12, 0.54], [0.57, 0.25, -0.05], [-0.09, -0.43, -0.54], [-0.63, -0.61, 0.02]]}